1.
A cluster of 6 separate species, C27H58N2O19PSi in total, computed with ωB97M-V with the def2-TZVPD basis set.

Computed properties:
HOMO-LUMO gap ... 7.290 eV
LUMO level ... -4.6 eV
HOMO level ... -11.872 eV

The geometry in ORCA input format:
```
! wB97M-V def2-TZVPD RIJCOSX def2/J DEFGRID3
* xyz 1 1
H -2.4909 3.7212 -1.9258
C -4.3216 1.4646 1.0226
C 3.0659 -5.9261 2.9065
H -10.2146 2.2409 -3.0292
H -2.1302 -1.6045 1.8506
H -10.4822 -0.1864 0.0221
H 6.8211 1.5578 3.9119
H 8.4802 1.9997 3.5148
C 1.7219 1.0892 1.7109
H -3.9411 0.7538 1.8755
H 10.7539 -0.2297 -4.0397
H -4.0334 4.6319 1.0124
H -1.0746 1.6725 1.7095
H 2.4553 2.0184 1.8658
H 13.1855 -0.2286 -2.1719
H 12.2783 -1.0960 -4.3011
O -2.5630 -0.5248 -0.7970
H 8.1074 2.6201 -1.7776
C -8.2156 -2.8175 4.1099
O -8.8423 -0.1896 -3.0301
H -5.1367 2.2320 1.4372
H 2.3671 -5.6919 3.7165
H -7.8325 -3.7984 3.8108
Si -2.7715 2.4310 0.3003
O 3.0845 -3.9777 0.4348
H 11.6752 -1.0739 -1.8397
C 0.9165 4.5366 -0.7145
C 2.3118 -6.2815 1.6370
H 5.0699 -0.8184 -0.2911
H 0.4556 -1.4431 -0.3376
C 6.2242 0.7812 1.5318
H 7.4141 -0.8748 3.5487
H 3.7088 -6.7534 3.2194
C 1.1315 1.2392 0.1775
H -6.0438 -1.4752 -5.5527
C 8.1916 -0.1196 3.6940
C 11.8280 -0.2155 -3.8345
H -5.1366 -0.6078 -3.4235
H 8.5040 -0.1458 4.7416
C 1.3398 -2.0238 -0.0597
H 9.0380 -0.4097 3.0625
H 4.8955 0.5426 -1.4179
H -2.1602 4.9036 0.4487
O -1.2707 -1.1008 1.7395
H 0.9865 3.9294 -1.7398
O -8.9439 -3.2555 1.5831
O -8.3249 1.9070 -2.2517
N -1.2016 1.6329 0.6627
H -10.1783 1.3267 -1.4782
O 1.7875 0.6169 -0.8172
C -6.2188 -0.5775 -3.5926
C 7.6929 1.2641 3.3159
O 5.4102 0.2449 2.2670
C 4.9653 0.2689 -0.3614
H 1.8948 -1.4670 0.7020
O 0.2584 3.9573 1.6885
H -3.9978 2.5506 -2.0315
H 0.1965 5.4598 -0.8516
C 1.9057 -4.1529 0.7003
O 9.9972 2.2862 -1.0001
H 2.0119 4.8209 -0.4086
C -6.4940 -0.5947 -5.0861
N -0.1118 2.1263 -0.0440
H 1.7310 -7.1954 1.8045
C -8.6792 -1.3328 -0.3097
O -6.6975 0.6351 -2.9991
C -8.0353 0.6913 -2.7778
H 0.8858 1.2239 2.5516
C 12.1033 -0.1982 -2.3411
H -10.5174 -1.2010 -1.4420
P -1.2508 -0.1455 0.2828
O 9.4798 0.1897 -1.7786
H 4.0517 0.6025 0.1412
H -6.6469 -1.4531 -3.0913
C -2.9251 4.2317 1.0702
H -10.7121 -1.9232 0.1652
H 12.2304 0.6849 -4.3106
O -7.9745 -1.8360 3.1044
H -8.3643 -2.3095 -0.6949
H -4.8035 0.8459 0.1535
C 0.3293 3.4916 0.4348
C 8.6029 2.5123 -0.8075
O 6.1203 0.9012 0.1852
C -8.4251 -2.1896 1.8754
H 8.1438 1.7059 -0.2266
H 3.6915 -5.0409 2.7615
C -10.1842 -1.1513 -0.4017
H -9.2874 -2.8709 4.3262
O 7.4014 1.3369 1.9154
H -6.0917 0.3057 -5.5621
H -7.5681 -0.6089 -5.2912
C 10.2868 1.0705 -1.5262
O 11.6246 1.0143 -1.7475
H -9.8387 3.0675 -1.5034
H 8.4833 3.4467 -0.2519
C -9.7192 2.1331 -2.0590
O -8.2231 -1.1434 1.0348
H -8.1844 -0.5713 -0.9228
H -2.5258 4.1332 2.1752
O 1.3763 -5.2526 1.2936
C -2.9042 2.6577 -1.6282
H -2.2414 1.8512 -2.1994
H -3.2335 -1.1585 -0.3718
H 2.9941 -6.4830 0.8031
H 2.3378 0.1123 1.8994
H -7.6937 -2.5079 5.0197
H 1.9519 -2.1678 -0.9558
O 0.9014 -3.2697 0.4768
*
```



2.
A cluster of 2 separate species, C20H34IN5O4PS in total, computed with ωB97M-V with the def2-TZVPD basis set.

Computed properties:
HOMO-LUMO gap (spin up / spin down) ... 6.959 / 6.961 eV
LUMO level (spin up / spin down) ... -1.7 / -1.7 eV
HOMO level (spin up / spin down) ... -8.637 / -8.640 eV

The geometry in ORCA input format:
```
! wB97M-V def2-TZVPD RIJCOSX def2/J DEFGRID3
* xyz 0 2
H -4.7324 -1.1799 5.6456
P 1.4695 0.4293 0.0005
N 0.3850 -0.4591 0.7634
O 0.5830 1.5566 -0.9624
H 0.4596 -0.3538 1.7904
C 1.7807 0.8582 -4.1484
H 3.1792 2.4831 -4.7481
H -6.0496 -2.4912 3.1390
N 1.3842 -2.9284 -0.6016
H 1.0127 1.5188 -4.7076
C -5.3917 -0.4776 3.6492
C 4.7025 -2.3832 -2.6490
C 2.4917 -2.1752 -1.1975
H -3.4927 -0.7381 0.1988
H 2.4988 2.6334 -2.0980
C -5.1619 -1.8624 3.0078
H 4.1158 3.1998 -2.7428
C -6.7561 0.0862 3.1882
C -4.8213 -1.7868 1.5223
N 3.1226 -4.5148 -2.0428
C -3.8618 0.5649 1.9048
H -2.6462 2.3777 2.1561
H -2.7447 -1.2911 1.6807
H -5.6328 0.7245 0.5754
H -2.3011 1.4854 0.6712
H -5.7000 -1.4777 0.9474
H 8.4075 1.5526 -0.9995
H -6.8815 0.0992 2.1067
H -4.5570 -2.7843 1.1588
H 1.9732 -0.0644 -4.8137
H 7.3979 -0.8467 -1.5899
H -1.6875 0.8864 2.1920
H 2.6038 2.1764 0.8994
O -3.2184 0.1591 4.0842
N 7.4113 -0.0261 -2.2117
H 5.9993 0.9205 -3.5095
C -2.5504 1.3729 1.7304
C 3.4877 2.2432 -2.5588
H -6.4599 -1.2884 5.3859
H -4.3454 -2.3824 3.5229
H 0.9821 2.4312 -0.7066
H 6.6107 -0.7555 -4.0670
H -5.4408 2.0883 1.6931
H 4.0495 0.9112 -4.3862
H -7.5804 -0.5246 3.5695
I 6.1047 -3.6352 -3.7812
C 2.6890 -0.6073 -1.0262
O 4.2670 1.4271 -1.6380
S 1.6830 -4.5355 -1.0884
C 3.9371 0.0457 -1.7104
H 6.9109 2.1277 -1.9730
H -6.9090 1.1037 3.5611
C 4.9664 -0.8692 -2.5199
C -4.9026 1.3654 1.0734
H 1.3451 0.5029 -3.1578
C -5.5795 -0.6719 5.1776
C 7.3873 1.2374 -1.4187
H 6.6991 1.0589 -0.5000
C -3.6561 -0.8315 1.2785
H -4.4284 1.9450 0.2765
O 2.4534 1.2431 1.1706
N -4.3030 0.4943 3.3318
C 3.4716 -3.1096 -2.0139
H -5.7243 0.2884 5.6820
C 3.2232 1.5960 -4.0030
C 6.2704 -0.1430 -3.1637
*
```



3.
A cluster of 14 separate species, CH27O16 in total, computed with ωB97M-V with the def2-TZVPD basis set.

Computed properties:
HOMO-LUMO gap ... 9.724 eV
LUMO level ... 2.6 eV
ΔE to the lowest compared entry with this formula, charge and spin ... 0.172 eV
HOMO level ... -7.149 eV

The geometry in ORCA input format:
```
! wB97M-V def2-TZVPD RIJCOSX def2/J DEFGRID3
* xyz -1 1
H 4.1322 17.7870 -24.6444
O 8.0141 13.6796 -24.2493
H 7.4882 17.6796 -26.2375
H 9.7531 16.0721 -26.6326
H 4.3366 16.2726 -22.2167
O 5.7428 15.2841 -25.2821
H 5.6083 18.9129 -24.4118
O 4.1758 18.6763 -25.0433
O 4.5332 16.8187 -22.9526
H 9.4680 18.7707 -21.6743
H 6.8381 18.1588 -23.9154
H 8.9545 16.2441 -24.1684
O 4.2815 15.1191 -27.4076
C 6.5535 16.2381 -25.1984
H 9.7970 17.3385 -24.7262
H 7.9226 15.3167 -21.2962
H 8.1569 14.8425 -22.6398
O 6.2064 12.2268 -26.5074
O 7.1114 16.5338 -24.0941
H 6.6871 14.3153 -28.6048
H 6.5757 13.0124 -26.9056
O 9.6694 15.2825 -27.1799
O 9.0785 18.9488 -25.2035
H 4.6227 13.9981 -24.8533
O 6.8216 16.9814 -26.3212
O 4.2475 13.1327 -24.9969
H 4.8550 15.2514 -28.1046
H 7.3386 14.1945 -24.7043
H 3.3417 13.3856 -25.2595
H 8.1223 19.1247 -25.0926
O 7.2041 14.4287 -27.7980
O 8.7918 18.2632 -22.1615
H 8.4933 13.2637 -24.9762
H 5.3651 16.4166 -23.2403
H 4.7804 15.1343 -26.6120
O 9.8854 16.4701 -24.3808
H 4.0367 18.5794 -26.0011
H 9.5395 19.6256 -24.7097
H 9.1605 17.4417 -22.4341
H 5.5154 12.6134 -25.9251
H 6.7734 15.1918 -27.3743
O 8.6183 15.1049 -21.8719
O 6.5503 19.0811 -24.0764
H 8.8122 15.2190 -27.6071
*
```



4.
The molecule C20H21ClFNO5, computed with ωB97M-V with the def2-TZVPD basis set.

Computed properties:
HOMO-LUMO gap ... 9.096 eV
LUMO level ... 0.7 eV
ΔE to the lowest compared entry with this formula, charge and spin ... 0.138 eV
HOMO level ... -8.385 eV

The geometry in ORCA input format:
```
! wB97M-V def2-TZVPD RIJCOSX def2/J DEFGRID3
* xyz 0 1
C 0.9862 4.1477 -2.9368
H -1.8030 0.6612 2.8083
C -0.0371 1.0354 1.0124
H 1.9928 0.6410 0.6249
C 1.0457 -1.9190 -1.3408
H -0.9472 0.2071 -3.0680
H 2.0099 4.6840 -1.1127
H 0.5490 4.6488 -3.8052
O 0.9369 -0.7338 2.2377
H 2.3335 5.7577 -2.4793
C -0.6361 -0.5392 -2.3555
C -1.7797 -2.2240 2.8013
H -3.2699 -2.3596 0.0936
H 3.4021 0.4814 -0.9018
C -2.2556 -2.5038 0.4733
H -0.3685 -1.4944 4.2168
C 1.5667 5.1770 -1.9742
C 4.2071 2.3365 -0.1059
H 0.7847 5.8482 -1.6266
C 3.5424 1.5231 -1.2116
C 0.0194 0.0594 2.1296
H 4.3772 3.3559 -0.4447
H -2.0321 -0.9502 4.5351
H 1.7652 3.4600 -3.2761
N -1.0047 0.0911 3.0386
O -0.1084 3.4402 -2.3774
C -1.5592 -1.0699 -1.4759
O 2.3176 2.0829 -1.6468
O -2.1010 -1.6756 1.6281
H -2.0157 2.9982 -0.8887
H -2.1008 -3.5501 0.7540
C -1.2330 -2.0323 -0.5264
O -1.8558 -3.3900 3.0665
C -1.1337 2.4869 -0.5361
H 3.5828 2.3657 0.7837
H 5.1623 1.8877 0.1511
H 1.4134 -0.5649 -2.9516
C 0.0363 2.6620 -1.2724
C -1.1884 1.6836 0.5832
C 0.1000 -2.4388 -0.4680
C 0.6757 -0.9731 -2.2786
Cl 0.5911 -3.5929 0.7065
F -2.8347 -0.6396 -1.5450
C 1.2002 1.9760 -0.8631
H 2.0669 -2.2575 -1.2705
H -2.1360 1.5633 1.0850
H 4.1691 1.5354 -2.1083
C -1.2905 -1.1289 3.7555
C 1.1352 1.1935 0.2764
*
```



5.
The ion C6H12N4O2 with charge +2, computed with ωB97M-V with the def2-TZVPD basis set.

Computed properties:
HOMO-LUMO gap ... 8.166 eV
LUMO level ... -7.3 eV
ΔE to the lowest compared entry with this formula, charge and spin ... 2.402 eV
HOMO level ... -15.473 eV

The geometry in ORCA input format:
```
! wB97M-V def2-TZVPD RIJCOSX def2/J DEFGRID3
* xyz 2 1
H -1.0717 1.1567 -0.8636
N 3.9625 1.6710 1.9488
N -0.8915 -1.9720 -0.7723
N -1.4471 0.2020 -0.8871
C -2.3291 -0.4577 -1.6799
H 3.8449 0.3420 0.3869
H 2.4889 -1.3098 0.1402
H 0.7440 0.8921 -0.1428
H 1.2131 0.1029 3.4216
H -3.7931 -0.0863 -3.1766
H -2.9552 -2.4641 -1.1944
C 3.4108 0.6163 1.3120
H -3.4521 1.1341 -2.0373
H 5.0017 1.8558 1.9351
H -0.5673 -2.7913 -0.2883
O 1.2549 0.4598 2.5455
H -2.0472 -2.3374 -2.6635
C -0.4405 -0.6864 -0.5472
H 3.3197 2.2585 2.5517
N -3.1921 0.2412 -2.3646
O 1.6986 -0.9362 0.6735
C 2.3213 0.0381 1.7864
C 0.7195 -0.1730 -0.0869
C -2.0846 -1.9327 -1.6540
*
```



6.
A structure of composition C31H31AsBN3OPtS, computed with ωB97M-V with the def2-TZVPD basis set.

Computed properties:
HOMO-LUMO gap (spin up / spin down) ... 7.262 / 7.210 eV
LUMO level (spin up / spin down) ... -0.3 / -1.7 eV
HOMO level (spin up / spin down) ... -7.565 / -8.880 eV

The geometry in ORCA input format:
```
! wB97M-V def2-TZVPD RIJCOSX def2/J DEFGRID3
* xyz 0 3
H -2.1658 1.7624 1.6853
H -5.2800 -1.2566 2.8622
C 5.8095 0.8486 1.4054
C -5.2298 0.0174 1.0988
C 0.7935 -4.1451 2.8764
C -1.0667 -3.2799 -0.8408
C -1.2668 -4.7876 -2.6516
C -1.2334 1.8342 -2.8680
H 5.7136 1.7951 -0.4493
N 3.7346 1.7937 0.3170
C -1.4241 -3.4959 -2.1854
H -4.8330 1.2721 -0.6722
H -3.2898 5.4799 0.0174
S 2.6902 -0.6230 1.0635
C -2.2438 0.3998 -1.1805
H -3.0547 -2.2661 2.4139
C -0.3056 -5.5184 -0.5751
H 0.8859 -6.3305 3.9075
N 1.5316 1.8127 0.5006
H 0.8813 4.1933 -0.0448
C -0.0271 1.1402 -2.8290
C 3.6710 3.1646 -0.2020
C -3.4695 -1.5017 1.7755
H 2.8582 3.7480 0.2788
C -0.6004 -4.3071 -0.0267
H 5.4026 0.0684 2.0227
C -2.3058 1.5204 -2.0364
Pt 0.5348 -1.1959 2.0647
H 1.8457 -5.8473 1.9805
N 0.8037 -3.0157 2.7213
C 5.0698 1.1593 0.0997
H -1.3745 2.6841 -3.5358
B 0.9307 -5.7463 2.8224
H 6.8323 0.5585 1.1183
C -3.1856 -0.0212 -0.1253
C 3.4693 3.2675 -1.6899
H 0.8098 1.3035 -3.4676
H -1.8775 -2.7354 -2.7972
C -2.4791 4.7585 0.2156
As -0.9395 -1.6342 0.1537
H -0.8885 5.9167 -0.6618
C -4.4628 0.5192 0.0123
H 4.6493 3.5950 0.0970
H -1.5002 -5.1028 -3.6920
H -3.8310 3.5284 1.1396
C 0.0693 0.0441 -1.9574
H -3.1548 2.2749 -2.0736
C -1.1441 5.0292 -0.1307
C -1.0506 -0.2935 -1.1660
C -0.6755 -5.7776 -1.8516
H 2.4276 2.9361 -2.0670
C 2.5996 1.0520 0.6380
H 3.5150 4.3039 -1.9089
H -0.0630 -6.1667 2.2575
H 1.0040 -0.4070 -1.7315
O -0.0330 0.8300 1.9712
C 0.3775 1.6821 1.0868
C -0.5631 2.8125 0.8176
H 6.0208 1.7275 1.9713
C -2.7076 -1.0272 0.7364
C -1.8551 2.6337 1.1474
H -0.3452 -4.2395 1.0373
H -6.2730 0.5097 1.1501
C -4.7843 -0.9848 1.9436
C -0.1513 4.0327 0.0986
H 4.3005 2.8364 -2.2825
H 4.9351 0.2678 -0.4613
H 0.2638 -6.2554 0.0284
H -0.5041 -6.7551 -2.2486
C -2.7910 3.6031 0.8763
*
```



7.
A structure of composition C44H56BBrClN2O5PS2Ta, computed with ωB97M-V with the def2-TZVPD basis set.

Computed properties:
HOMO-LUMO gap (spin up / spin down) ... 7.057 / 7.575 eV
LUMO level (spin up / spin down) ... -0.4 / -0.1 eV
ΔE to the lowest compared entry with this formula, charge and spin ... 1.234 eV
HOMO level (spin up / spin down) ... -7.417 / -7.694 eV

The geometry in ORCA input format:
```
! wB97M-V def2-TZVPD RIJCOSX def2/J DEFGRID3
* xyz 0 2
C -0.9212 1.9067 -4.6332
S -1.3825 1.7176 0.7086
H -1.4782 -0.0424 4.5675
H 7.3618 1.3706 1.2240
C 1.0721 -2.1166 -2.6786
C -0.3799 1.0875 -3.4973
H -3.3665 3.8090 2.7004
H 1.8131 -1.7321 3.9761
H 2.2245 -4.3066 -4.9939
H -0.1547 -0.2959 -5.8820
H -5.3171 -6.6110 2.6994
C -3.4566 -3.6949 2.6055
H -5.8959 -3.0385 3.6932
C 0.1329 -0.8779 -5.0130
C -0.5436 -0.2437 4.0372
C -0.3940 -2.4125 5.2355
H 3.0179 5.0406 -0.8295
H -6.6809 -4.6092 3.4460
H -5.7230 1.1177 0.2839
H 5.6535 0.8532 -0.1693
H 1.2786 -2.2784 -6.0876
Cl 1.3974 3.3607 -4.6854
C -4.5659 -5.9220 2.3040
H 5.4642 5.1425 -0.5238
H -2.8893 5.4681 3.1092
H 7.5963 5.0077 -1.1049
H 7.1827 2.9410 2.0171
C -2.5489 -2.4226 0.8083
O 2.8954 0.6668 -0.4957
H 7.3965 5.0922 0.6581
H -2.8010 0.8864 -4.6399
H 1.5609 -2.6055 0.4739
H -4.8189 -5.7127 1.2622
H -0.9852 1.3586 -2.6101
H -5.3109 -0.4201 2.2012
H 7.6197 1.2536 -1.3202
H -3.7358 2.1470 -6.5286
C 2.9987 2.9038 -0.6592
C -4.2631 -5.0370 4.6028
C 0.9095 -1.9487 -5.1227
H -2.3754 -3.4791 4.4234
S -3.3166 2.2227 -2.0839
H -3.5952 -6.4239 2.3230
N 0.3049 -0.9665 -2.5245
N 1.4903 -1.9802 -0.3175
C -0.7095 3.6417 -6.3198
C 1.0434 -2.0344 3.2617
H -1.4532 -0.7775 -3.6226
C -4.8253 0.5595 2.1764
H -2.0289 5.8666 0.8691
H -6.1434 -3.6571 2.0542
C 1.6309 -2.7054 -1.5594
H 7.6667 2.7460 -2.2671
C 7.8119 4.5006 -0.1614
Br -2.6190 -1.8736 -1.0173
H -0.5756 0.2756 3.0810
H 1.1937 -1.4755 2.3402
H 0.6552 1.3586 -3.2994
C 5.7493 3.0242 -0.3219
H -1.3080 4.3622 1.4546
C -3.2435 4.8173 2.3068
H -5.4045 1.2543 2.7877
C -1.4473 -2.2995 2.9234
P -2.9321 2.6681 -0.2411
C -3.5035 -3.2961 1.2769
H 0.2811 0.1699 4.6262
C -2.2435 4.8452 1.1694
Ta -0.2001 -0.1346 -0.6819
C 2.0311 -3.8887 -4.0124
C -1.5131 -1.8933 1.5799
O 1.6715 2.5755 -0.8000
H -3.2945 -5.5314 4.7136
H 2.6573 -4.3809 -0.7260
H -4.1357 0.3710 0.1470
H -0.2637 -3.4962 5.1752
C 7.2706 3.0708 -0.1528
H -4.2755 -3.6480 0.6026
C 4.9825 4.1744 -0.5079
C -5.8948 -3.9429 3.0793
H -2.3765 3.9139 -7.6321
C -0.3508 -1.7579 3.8525
H -1.3276 -2.1986 5.7605
C -1.9796 3.3586 -6.7917
H 1.1658 -3.1038 3.0610
C -4.7399 1.0502 0.7494
C -2.4238 -3.1802 3.3881
H -3.8244 0.4644 2.6046
H 8.7436 2.4675 1.3223
C -0.4095 -0.4339 -3.6873
H -0.1080 4.4201 -6.7703
H 0.4223 -2.0098 5.8387
H 9.0204 2.3269 -1.2017
H -4.2160 5.1749 1.9656
C 7.9317 2.3002 -1.3053
B 1.5908 1.1856 -0.7021
C -0.1951 2.9251 -5.2475
C 5.1045 1.7779 -0.3048
O -0.6528 -1.0209 1.0639
C 3.5961 4.1374 -0.6806
C 1.3362 -2.6892 -3.9277
C 7.6599 2.4205 1.1831
H 2.2446 -1.2931 -0.2421
C -4.5276 -4.6406 3.1499
O -2.7337 4.2222 -0.0354
H -4.2932 -4.1719 5.2702
C -2.7358 2.3691 -6.1791
C 2.4734 -4.5421 -2.8678
O -4.1620 2.3730 0.7383
C 2.2830 -3.9252 -1.6384
H 2.9827 -5.4947 -2.9308
C 3.7441 1.7547 -0.4738
H 8.8970 4.4748 -0.0389
C -2.2056 1.6587 -5.1161
H -5.0353 -5.7360 4.9315
*
```



8.
A structure of composition C3H7IrO3, computed with ωB97M-V with the def2-TZVPD basis set.

Computed properties:
HOMO-LUMO gap (spin up / spin down) ... 8.440 / 7.957 eV
LUMO level (spin up / spin down) ... -3.1 / -7.6 eV
ΔE to the lowest compared entry with this formula, charge and spin ... 0.000 eV
HOMO level (spin up / spin down) ... -11.546 / -15.533 eV

The geometry in ORCA input format:
```
! wB97M-V def2-TZVPD RIJCOSX def2/J DEFGRID3
* xyz 1 6
C 0.9380 -1.1803 -1.3707
C 0.8204 -1.2817 1.0865
Ir -0.1799 0.9303 -1.0517
H -2.2450 3.6470 0.6557
O 0.6937 -0.5114 -0.0896
O -1.1865 2.1811 -0.3754
H 2.0303 -1.3639 -1.4236
O 0.4700 -0.3232 -2.3005
C -1.9897 2.5811 0.6009
H 0.4008 -0.6758 1.9196
H 1.8772 -1.5300 1.2619
H 0.2398 -2.2129 1.0104
H -2.2727 1.8922 1.4097
H 0.4037 -2.1525 -1.3330
*
```



Calculated total energy list, top to bottom, in Eh: -3233.13028; -2394.15154; -1258.28163; -1765.76084; -604.60761; -4217.43982; -6450.01810; -447.97239